Formula: C60H84AsN4O3Pb
Source: the OMol25 dataset
Level of theory: ωB97M-V/def2-TZVPD

Summary:
LUMO level (spin up / spin down): -3.53 / -4.28 eV
Relative energy (zero: lowest compared OMol25 entry of this formula, charge and spin): 69.4 kcal/mol
Net charge: +1
Frontier orbital gap (spin up / spin down): 5.242 / 4.347 eV

Each line ends with the Mulliken charge.
Atoms and positions in Å:
1 Pb 0.865 -0.754 0.983  2.05
2 C 4.062 -1.354 -0.494  -1.39
3 N 3.367 -0.169 0.001  1.60
4 C 4.205 0.542 0.963  -1.12
5 C 3.035 0.654 -1.163  0.51
6 C 2.252 1.929 -0.871  -1.77
7 N 0.887 1.707 -0.399  1.44
8 C 0.468 2.835 0.436  -1.10
9 C 1.246 3.125 1.690  -0.27
10 C 1.555 4.449 1.933  -0.62
11 C 2.029 4.893 3.162  -0.84
12 C 2.161 3.941 4.171  0.05
13 C 1.847 2.607 3.995  -0.42
14 C 1.418 2.146 2.709  0.14
15 O 1.173 0.890 2.510  0.03
16 C 1.832 1.632 5.164  2.36
17 C 2.791 0.463 4.905  -1.36
18 C 0.395 1.098 5.297  -1.43
19 C 2.216 2.292 6.492  -2.54
20 C 2.254 6.379 3.379  2.14
21 C 0.906 7.094 3.185  -1.63
22 C 2.774 6.706 4.781  -2.19
23 C 3.270 6.907 2.357  -1.67
24 C -0.032 1.554 -1.530  0.01
25 C -1.463 1.166 -1.234  -0.99
26 C -2.108 0.240 -1.941  -0.31
27 C -3.567 -0.022 -1.945  0.45
28 C -4.207 -0.640 -0.927  -0.93
29 C -3.534 -1.122 0.251  0.50
30 C -2.545 -0.337 0.824  -0.05
31 O -1.530 -0.726 1.469  -0.83
32 C -3.858 -2.462 0.908  2.31
33 C -5.178 -3.049 0.405  -2.05
34 C -3.971 -2.277 2.432  -1.71
35 C -2.718 -3.457 0.632  -1.76
36 C -4.262 0.386 -3.242  2.12
37 C -4.343 1.918 -3.310  -1.81
38 C -5.675 -0.187 -3.363  -2.26
39 C -3.456 -0.086 -4.461  -1.46
40 H 4.934 -1.083 -1.109  0.26
41 H 3.371 -1.945 -1.098  0.47
42 H 4.408 -1.965 0.336  0.18
43 H 5.060 1.033 0.477  0.24
44 H 4.585 -0.164 1.701  0.28
45 H 3.613 1.286 1.489  0.22
46 H 2.443 0.016 -1.822  -1.48
47 H 3.960 0.946 -1.693  0.73
48 H 2.242 2.531 -1.795  0.20
49 H 2.775 2.503 -0.106  0.70
50 H -0.557 2.641 0.746  0.31
51 H 0.458 3.751 -0.181  0.23
52 H 1.383 5.159 1.136  0.56
53 H 2.501 4.262 5.140  0.80
54 H 2.525 -0.038 3.979  -0.20
55 H 2.732 -0.255 5.719  0.52
56 H 3.816 0.820 4.832  0.39
57 H 0.114 0.552 4.401  -0.06
58 H -0.298 1.926 5.435  0.35
59 H 0.315 0.432 6.152  0.47
60 H 3.245 2.645 6.479  0.43
61 H 2.122 1.564 7.296  0.44
62 H 1.554 3.123 6.721  0.47
63 H 0.164 6.684 3.867  0.36
64 H 0.534 6.976 2.170  0.34
65 H 1.010 8.158 3.388  0.46
66 H 2.063 6.401 5.546  0.39
67 H 2.920 7.781 4.868  0.44
68 H 3.729 6.218 4.965  0.40
69 H 2.939 6.739 1.336  0.29
70 H 4.227 6.410 2.491  0.36
71 H 3.415 7.977 2.492  0.47
72 H 0.375 0.789 -2.196  -0.80
73 H -0.069 2.504 -2.102  0.39
74 H -1.524 -0.346 -2.641  -0.33
75 H -5.249 -0.887 -1.040  0.72
76 H -6.022 -2.415 0.675  0.40
77 H -5.329 -4.023 0.864  0.45
78 H -5.175 -3.181 -0.674  0.23
79 H -4.795 -1.611 2.684  0.34
80 H -3.054 -1.863 2.842  0.11
81 H -4.154 -3.237 2.909  0.52
82 H -2.744 -3.797 -0.398  -0.07
83 H -2.826 -4.325 1.280  0.73
84 H -1.759 -2.985 0.828  0.15
85 H -4.938 2.315 -2.491  0.33
86 H -4.800 2.221 -4.249  0.59
87 H -3.346 2.350 -3.264  0.12
88 H -6.342 0.212 -2.604  0.44
89 H -5.661 -1.272 -3.296  0.33
90 H -6.086 0.081 -4.334  0.45
91 H -2.490 0.409 -4.504  0.21
92 H -4.001 0.165 -5.369  0.58
93 H -3.307 -1.164 -4.438  0.18
94 C -5.079 1.304 1.875  -0.65
95 N -4.114 1.725 0.913  0.42
96 C -4.175 2.837 0.118  -1.16
97 C -3.042 2.944 -0.603  -0.58
98 N -2.169 1.919 -0.248  1.25
99 C -2.768 1.207 0.864  -0.48
100 H -5.954 1.948 1.825  0.39
101 H -4.667 1.348 2.887  0.31
102 H -5.384 0.274 1.670  0.13
103 H -5.034 3.476 0.105  0.49
104 H -2.766 3.661 -1.347  0.67
105 H -2.232 1.482 1.803  0.78
106 O 0.652 -1.783 -1.583  1.43
107 As 0.834 -2.434 -3.069  0.19
108 C -0.721 -3.454 -3.592  -0.49
109 C -0.687 -4.288 -4.699  -0.75
110 C -1.840 -4.937 -5.105  -0.78
111 C -3.024 -4.752 -4.406  -0.92
112 C -3.054 -3.927 -3.294  0.23
113 C -1.902 -3.275 -2.888  0.49
114 C 0.990 -1.037 -4.427  0.59
115 C 2.125 -0.240 -4.512  0.25
116 C 2.163 0.829 -5.392  -1.02
117 C 1.065 1.108 -6.191  -0.86
118 C -0.062 0.305 -6.127  -0.70
119 C -0.097 -0.764 -5.246  -0.63
120 C 2.410 -3.570 -3.111  0.32
121 C 3.403 -3.472 -4.074  -0.31
122 C 4.535 -4.266 -3.976  -0.77
123 C 4.671 -5.160 -2.927  -0.53
124 C 3.674 -5.268 -1.969  -0.66
125 C 2.546 -4.473 -2.063  -0.46
126 H 0.241 -4.416 -5.245  0.44
127 H -1.818 -5.583 -5.971  0.42
128 H -3.922 -5.255 -4.733  0.45
129 H -3.978 -3.779 -2.751  0.50
130 H -1.897 -2.615 -2.028  -0.37
131 H 2.989 -0.470 -3.897  0.38
132 H 3.050 1.443 -5.459  0.49
133 H 1.092 1.944 -6.872  0.42
134 H -0.912 0.508 -6.765  0.51
135 H -0.971 -1.403 -5.201  0.34
136 H 3.288 -2.784 -4.903  0.45
137 H 5.313 -4.181 -4.720  0.45
138 H 5.554 -5.777 -2.858  0.42
139 H 3.782 -5.968 -1.153  0.44
140 H 1.754 -4.536 -1.321  0.36
141 C 3.309 -3.764 2.285  -1.12
142 C 2.103 -3.433 3.161  1.53
143 C 1.644 -4.695 3.914  -1.76
144 C 0.942 -2.919 2.355  -1.95
145 H 3.977 -4.462 2.784  0.55
146 H 3.866 -2.858 2.065  -0.01
147 H 2.986 -4.207 1.347  0.19
148 H 2.393 -2.689 3.908  -0.13
149 H 1.369 -5.474 3.208  0.36
150 H 0.784 -4.482 4.542  0.42
151 H 2.448 -5.068 4.546  0.47
152 H 0.094 -2.665 2.981  0.61
153 H 0.660 -3.620 1.573  0.63

=====

Formula: C60H86N10O7
Source: the OMol25 dataset
Level of theory: ωB97M-V/def2-TZVPD

Summary:
LUMO level: -1.03 eV
Structure (SMILES): COCCCCCCCCCC[C@@]1(CC(C)C)OC(=O)O[C@]1(CCCCOC=O)N=C=O.c1cc[nH]c1.c1cc[nH]c1.c1cc[nH]c1.c1cc[nH]c1.c1cc[nH]c1.c1cc[nH]c1.c1cc[nH]c1.c1cc[nH]c1.c1cc[nH]c1
Frontier orbital gap: 6.833 eV

Each line ends with the Mulliken charge.
Atoms and positions in Å:
1 C -7.183 0.605 6.547  -0.43
2 O -8.497 -0.032 6.361  -0.41
3 C -8.469 -1.081 5.329  0.20
4 C -9.947 -1.315 4.585  -0.33
5 C -10.132 -0.357 3.259  -0.38
6 C -10.704 -1.189 1.926  -0.75
7 C -9.406 -2.050 1.316  0.45
8 C -8.851 -1.176 0.044  -0.77
9 C -7.470 -1.808 -0.648  0.09
10 C -6.634 -2.758 0.387  -0.10
11 C -5.105 -3.124 -0.045  -0.70
12 C -4.346 -2.061 -1.018  -1.05
13 C -3.544 -0.840 -0.203  1.39
14 C -2.756 -0.123 -1.447  -1.35
15 C -2.022 1.297 -1.103  0.67
16 C -1.309 1.795 -2.533  -1.10
17 C -3.085 2.531 -0.728  -0.94
18 O -4.728 -0.046 0.269  -0.29
19 C -4.965 -0.125 1.738  0.33
20 O -5.903 0.449 2.500  -0.60
21 O -3.886 -1.091 2.132  -0.35
22 C -2.737 -1.228 1.176  0.90
23 C -1.824 -2.590 1.240  -1.19
24 C -1.049 -2.936 -0.201  0.33
25 C 0.307 -3.801 0.258  -0.69
26 C 1.537 -2.789 0.648  -0.40
27 O 2.416 -2.500 -0.531  -0.33
28 C 2.192 -1.086 -0.979  0.53
29 O 3.162 -0.400 -1.613  -0.62
30 N -1.772 -0.197 1.783  -0.58
31 C -1.879 -0.163 3.151  0.70
32 O -2.069 -0.406 4.474  -0.51
33 H -7.194 1.468 7.368  0.25
34 H -6.855 1.143 5.535  0.16
35 H -6.309 -0.161 6.797  0.19
36 H -7.646 -0.792 4.514  -0.11
37 H -8.106 -2.074 5.840  0.10
38 H -10.836 -1.237 5.356  0.36
39 H -9.927 -2.448 4.217  0.03
40 H -10.819 0.556 3.549  0.41
41 H -9.046 0.051 2.981  -0.02
42 H -11.542 -1.914 2.322  0.32
43 H -11.087 -0.375 1.175  0.31
44 H -9.790 -3.121 0.978  0.12
45 H -8.653 -2.141 2.218  -0.25
46 H -8.553 -0.108 0.478  0.17
47 H -9.686 -0.967 -0.771  0.30
48 H -7.832 -2.452 -1.557  0.26
49 H -6.863 -0.851 -1.023  -0.21
50 H -7.227 -3.793 0.444  0.48
51 H -6.606 -2.366 1.506  -0.28
52 H -5.157 -4.158 -0.638  0.42
53 H -4.520 -3.383 0.957  -0.02
54 H -4.988 -1.599 -1.880  0.39
55 H -3.471 -2.665 -1.562  0.48
56 H -1.978 -0.822 -2.004  0.23
57 H -3.587 0.120 -2.269  0.50
58 H -1.131 1.229 -0.337  0.14
59 H -1.905 1.456 -3.481  0.27
60 H -1.010 2.930 -2.519  0.36
61 H -0.277 1.195 -2.566  0.16
62 H -3.194 2.707 0.424  0.25
63 H -4.132 2.163 -1.160  0.13
64 H -2.817 3.505 -1.337  0.35
65 H -2.420 -3.571 1.505  0.19
66 H -0.938 -2.538 2.039  0.41
67 H -1.658 -3.666 -0.885  0.28
68 H -0.636 -1.982 -0.737  -0.30
69 H 0.060 -4.618 1.059  0.37
70 H 0.635 -4.377 -0.735  0.36
71 H 1.080 -1.746 0.997  0.34
72 H 2.145 -3.300 1.531  0.26
73 H 1.152 -0.522 -0.820  0.02
74 N 3.146 2.327 -0.667  0.18
75 C 4.371 2.756 -0.227  -0.40
76 C 4.243 4.065 0.181  -0.42
77 C 2.892 4.437 -0.015  -0.69
78 C 2.236 3.344 -0.536  -0.38
79 H 2.944 1.405 -1.030  0.18
80 H 5.227 2.094 -0.243  0.54
81 H 5.037 4.684 0.577  0.42
82 H 2.445 5.399 0.202  0.39
83 H 1.203 3.204 -0.826  0.31
84 N -9.648 -6.625 4.006  0.01
85 C -9.089 -5.653 3.217  -0.63
86 C -8.247 -4.899 4.003  -0.05
87 C -8.295 -5.438 5.311  -0.81
88 C -9.166 -6.504 5.284  -0.69
89 H -10.312 -7.322 3.695  0.20
90 H -9.339 -5.581 2.167  0.41
91 H -7.661 -4.052 3.670  0.70
92 H -7.753 -5.086 6.179  0.46
93 H -9.483 -7.185 6.062  0.41
94 N 7.763 3.333 -0.715  0.12
95 C 8.708 3.552 -1.683  -0.76
96 C 9.943 3.266 -1.145  -0.09
97 C 9.735 2.854 0.193  -1.18
98 C 8.380 2.902 0.431  -0.30
99 H 6.767 3.467 -0.829  0.19
100 H 8.422 3.894 -2.669  0.44
101 H 10.891 3.344 -1.661  0.70
102 H 10.492 2.554 0.906  0.42
103 H 7.803 2.668 1.315  0.39
104 N -5.852 -4.985 8.644  0.03
105 C -6.442 -4.827 9.871  -0.52
106 C -6.812 -6.071 10.329  -0.37
107 C -6.425 -7.014 9.347  -0.37
108 C -5.832 -6.316 8.319  -0.54
109 H -5.487 -4.237 8.069  0.21
110 H -6.550 -3.844 10.311  0.38
111 H -7.305 -6.278 11.270  0.39
112 H -6.564 -8.087 9.386  0.40
113 H -5.401 -6.652 7.385  0.40
114 N 12.436 6.348 -5.314  -0.01
115 C 11.801 6.953 -4.260  -0.80
116 C 11.011 6.011 -3.641  -0.21
117 C 11.180 4.793 -4.342  0.05
118 C 12.067 5.029 -5.368  -1.11
119 H 13.077 6.803 -5.951  0.28
120 H 11.965 8.000 -4.043  0.36
121 H 10.382 6.181 -2.777  0.46
122 H 10.705 3.845 -4.122  0.60
123 H 12.465 4.374 -6.131  0.40
124 N 11.002 7.755 -9.157  -0.03
125 C 11.561 8.727 -9.946  -0.45
126 C 12.403 9.481 -9.161  -0.67
127 C 12.355 8.942 -7.853  -0.19
128 C 11.485 7.876 -7.880  -0.51
129 H 10.339 7.058 -9.469  0.20
130 H 11.311 8.798 -10.997  0.37
131 H 12.990 10.328 -9.494  0.38
132 H 12.897 9.294 -6.985  0.40
133 H 11.167 7.195 -7.102  0.46
134 N 14.247 1.073 -2.840  0.03
135 C 14.112 -0.019 -2.021  -0.64
136 C 12.775 -0.168 -1.727  -0.12
137 C 12.078 0.867 -2.397  -0.45
138 C 13.011 1.616 -3.078  -0.48
139 H 15.121 1.422 -3.210  0.19
140 H 14.977 -0.593 -1.717  0.36
141 H 12.347 -0.939 -1.100  0.21
142 H 11.011 1.045 -2.384  0.61
143 H 12.902 2.487 -3.710  0.29
144 N -8.987 0.293 -3.818  0.09
145 C -9.825 0.172 -4.896  -0.56
146 C -10.760 1.180 -4.823  -0.37
147 C -10.473 1.939 -3.663  -0.60
148 C -9.371 1.370 -3.063  -0.32
149 H -8.207 -0.317 -3.612  0.19
150 H -9.685 -0.620 -5.620  0.37
151 H -11.562 1.350 -5.530  0.38
152 H -11.011 2.806 -3.305  0.40
153 H -8.831 1.639 -2.166  0.42
154 N 8.795 -4.242 -0.774  0.03
155 C 8.436 -2.925 -0.902  -0.79
156 C 9.489 -2.153 -0.466  -0.15
157 C 10.522 -3.035 -0.067  -0.58
158 C 10.067 -4.318 -0.270  -0.53
159 H 8.212 -5.033 -1.014  0.20
160 H 7.464 -2.651 -1.289  0.44
161 H 9.512 -1.071 -0.440  0.58
162 H 11.493 -2.763 0.326  0.41
163 H 10.538 -5.277 -0.099  0.39